No. 1
ORCA calculation (the ωB97M-V functional and the def2-TZVPD basis) on 15 unconnected molecules or ions with the total composition C88H204O44S.

ORCA input file:
```
! wB97M-V def2-TZVPD RIJCOSX def2/J DEFGRID3
* xyz 0 1
C 20.786 13.881 29.870
C 19.312 13.922 29.459
C 19.194 14.866 28.267
S 20.445 14.155 27.285
O 21.041 15.173 26.417
O 19.981 12.955 26.709
C 21.625 13.792 28.613
H 20.986 13.189 30.688
H 21.028 14.860 30.227
H 18.676 14.213 30.237
H 18.887 13.003 29.222
H 19.441 15.854 28.531
H 18.293 14.733 27.625
H 22.365 14.584 28.506
H 22.151 12.808 28.507
C 23.186 19.761 21.840
O 21.834 19.565 22.268
C 21.606 19.898 23.671
C 21.697 21.339 24.074
O 22.986 21.532 24.654
C 23.433 22.799 24.412
C 24.831 23.010 24.831
O 25.705 22.478 23.851
C 27.031 22.394 24.171
H 23.514 20.818 21.868
H 23.066 19.547 20.810
H 23.884 19.111 22.405
H 22.319 19.360 24.300
H 20.612 19.486 23.778
H 20.945 21.557 24.802
H 21.410 22.015 23.212
H 22.764 23.490 25.051
H 23.205 23.089 23.362
H 25.001 22.397 25.710
H 25.071 24.050 25.043
H 27.702 22.100 23.347
H 27.283 21.734 24.996
H 27.406 23.408 24.526
C 13.014 16.600 19.840
O 14.217 16.360 19.175
C 14.539 17.188 18.100
C 15.777 16.743 17.284
O 16.947 16.910 18.086
C 18.213 16.508 17.487
C 18.644 17.581 16.533
O 19.872 17.241 15.945
C 20.604 18.273 15.400
H 12.214 17.113 19.299
H 13.296 17.192 20.737
H 12.640 15.634 20.227
H 14.991 18.137 18.503
H 13.647 17.502 17.476
H 15.824 17.396 16.337
H 15.777 15.729 16.918
H 18.059 15.540 16.993
H 18.917 16.463 18.316
H 18.817 18.475 17.164
H 17.929 17.824 15.715
H 20.965 18.966 16.132
H 20.010 18.772 14.608
H 21.452 17.905 14.834
C 20.712 17.397 31.926
O 19.653 17.257 30.862
C 19.665 18.429 30.003
C 19.181 19.701 30.697
O 19.227 20.780 29.809
C 18.060 21.141 29.095
C 18.156 20.838 27.639
O 18.214 19.426 27.413
C 19.060 19.171 26.320
H 20.310 17.852 32.808
H 21.514 18.119 31.630
H 21.038 16.392 32.221
H 19.002 18.228 29.159
H 20.638 18.606 29.580
H 19.802 19.999 31.533
H 18.100 19.522 31.036
H 18.153 22.256 29.040
H 17.185 20.859 29.668
H 19.026 21.356 27.182
H 17.268 21.214 27.140
H 18.945 19.968 25.632
H 18.851 18.219 25.881
H 20.138 19.117 26.638
C 20.815 15.084 13.220
O 21.834 15.921 13.701
C 22.670 16.313 12.640
C 23.950 16.726 13.287
O 24.773 15.715 13.792
C 24.447 15.368 15.134
C 25.538 14.578 15.786
O 25.710 13.405 14.983
C 24.579 12.578 15.073
H 21.211 14.341 12.558
H 20.063 15.698 12.725
H 20.285 14.609 14.105
H 22.274 17.254 12.137
H 22.651 15.495 11.842
H 23.644 17.493 14.056
H 24.474 17.291 12.504
H 23.482 14.870 15.144
H 24.326 16.326 15.729
H 24.982 14.334 16.701
H 26.465 15.161 15.907
H 23.687 13.032 14.554
H 24.274 12.400 16.117
H 24.676 11.586 14.599
C 21.123 21.357 17.877
O 19.901 21.074 18.512
C 18.864 21.799 18.066
C 17.715 21.693 19.103
O 18.052 22.228 20.322
C 18.667 21.359 21.233
C 18.426 21.902 22.643
O 18.960 23.218 22.810
C 17.931 24.178 22.576
H 21.796 20.627 18.288
H 21.532 22.305 18.093
H 20.948 21.233 16.848
H 18.527 21.539 17.028
H 19.097 22.905 18.018
H 17.480 20.605 19.313
H 16.889 22.290 18.775
H 19.768 21.405 21.033
H 18.328 20.337 21.020
H 18.949 21.243 23.332
H 17.390 21.783 23.004
H 18.307 25.093 23.064
H 17.048 23.910 23.172
H 17.839 24.322 21.511
C 12.983 12.454 21.768
O 14.099 12.857 22.596
C 15.285 13.142 21.929
C 16.257 13.385 23.022
O 16.418 12.231 23.814
C 17.543 12.219 24.621
C 17.511 10.883 25.379
O 16.379 10.801 26.290
C 16.603 9.836 27.295
H 13.306 12.124 20.805
H 12.391 13.407 21.481
H 12.412 11.685 22.331
H 15.235 14.062 21.251
H 15.665 12.278 21.360
H 15.980 14.194 23.718
H 17.232 13.666 22.544
H 17.655 12.981 25.429
H 18.373 12.430 23.934
H 18.436 10.833 25.964
H 17.535 10.042 24.691
H 17.548 10.030 27.745
H 16.569 8.853 26.858
H 15.882 10.027 28.056
C 30.813 15.987 13.443
O 29.923 17.004 13.909
C 28.557 16.750 13.906
C 27.913 17.624 14.947
O 27.774 17.130 16.292
C 29.022 16.818 16.893
C 28.907 16.316 18.312
O 28.082 15.211 18.527
C 26.747 15.572 18.910
H 30.656 15.058 14.025
H 31.817 16.208 13.620
H 30.700 15.742 12.379
H 28.453 15.616 14.108
H 28.193 17.031 12.895
H 26.874 17.734 14.581
H 28.530 18.545 14.951
H 29.711 17.694 16.990
H 29.579 16.036 16.285
H 28.553 17.149 19.035
H 29.947 16.030 18.653
H 26.229 16.200 18.203
H 26.841 15.986 19.909
H 26.145 14.676 19.016
C 27.542 11.609 22.867
O 26.261 12.015 23.317
C 25.446 12.483 22.281
C 23.986 12.087 22.585
O 23.557 13.014 23.558
C 22.202 12.957 23.930
C 21.673 11.580 24.028
O 22.442 10.589 24.674
C 22.194 10.446 26.077
H 27.447 10.623 22.312
H 28.099 11.465 23.742
H 28.002 12.414 22.254
H 25.807 12.137 21.324
H 25.445 13.573 22.298
H 23.857 11.068 22.970
H 23.395 12.068 21.665
H 21.600 13.530 23.233
H 22.148 13.508 24.890
H 21.450 11.179 23.039
H 20.646 11.604 24.426
H 22.646 9.577 26.453
H 21.155 10.295 26.374
H 22.528 11.350 26.563
C 23.499 18.434 18.096
O 24.234 19.608 18.007
C 25.606 19.387 18.365
C 26.577 20.528 17.957
O 27.041 20.255 16.657
C 27.483 21.374 15.919
C 28.990 21.626 16.187
O 29.749 20.661 15.450
C 31.001 20.345 16.069
H 23.547 17.985 19.031
H 23.934 17.686 17.424
H 22.471 18.612 17.813
H 25.932 18.428 17.797
H 25.665 19.222 19.472
H 27.424 20.580 18.678
H 26.067 21.533 17.883
H 26.965 22.270 16.134
H 27.457 21.059 14.888
H 29.272 21.627 17.251
H 29.146 22.719 15.691
H 31.284 21.046 16.924
H 31.811 20.640 15.351
H 31.104 19.285 16.393
C 25.185 14.934 31.751
O 25.143 15.101 30.339
C 25.234 16.363 29.877
C 25.065 16.456 28.405
O 26.210 15.854 27.763
C 25.940 15.621 26.393
C 25.611 16.890 25.675
O 24.248 17.263 25.711
C 23.568 16.704 24.662
H 24.435 15.568 32.223
H 26.132 15.245 32.185
H 24.997 13.882 31.868
H 26.251 16.769 30.161
H 24.457 16.955 30.382
H 25.040 17.569 28.064
H 24.129 15.912 28.086
H 25.203 14.840 26.217
H 26.862 15.237 25.949
H 25.908 16.764 24.615
H 26.075 17.794 26.045
H 23.525 15.600 24.695
H 23.893 17.223 23.752
H 22.515 17.074 24.776
C 12.459 19.513 26.494
O 12.633 19.179 25.155
C 13.543 18.136 25.064
C 13.632 17.598 23.594
O 14.144 18.448 22.631
C 15.152 19.348 22.907
C 16.462 18.718 23.132
O 17.255 18.339 22.051
C 16.730 17.267 21.322
H 13.428 19.547 27.016
H 11.808 18.776 27.007
H 11.950 20.426 26.567
H 13.156 17.344 25.773
H 14.548 18.480 25.426
H 12.533 17.390 23.387
H 14.202 16.687 23.668
H 14.843 19.966 23.714
H 15.366 19.960 21.985
H 16.244 17.863 23.871
H 17.081 19.511 23.624
H 17.370 17.301 20.384
H 15.663 17.393 21.084
H 16.950 16.341 21.915
C 25.546 8.788 20.512
O 26.136 9.547 19.535
C 25.321 10.510 18.718
C 23.958 9.961 18.289
O 22.954 10.237 19.242
C 21.679 10.457 18.651
C 20.709 10.562 19.871
O 20.764 11.828 20.453
C 19.502 12.402 20.801
H 26.298 8.340 21.095
H 24.916 7.974 20.058
H 24.847 9.319 21.098
H 26.010 10.614 17.866
H 25.216 11.360 19.341
H 24.122 8.921 18.186
H 23.769 10.376 17.319
H 21.438 9.644 17.996
H 21.615 11.437 18.113
H 20.971 9.795 20.585
H 19.659 10.331 19.637
H 18.925 11.766 21.433
H 18.890 12.616 19.890
H 19.707 13.374 21.303
C 16.284 16.215 29.639
O 15.925 15.563 28.397
C 15.916 16.546 27.343
C 15.941 15.799 26.021
O 14.676 15.307 25.659
C 14.259 14.076 26.236
C 12.929 13.698 25.644
O 11.954 14.480 26.221
C 10.691 14.219 25.852
H 16.211 15.512 30.463
H 15.531 16.993 29.824
H 17.268 16.621 29.542
H 16.883 17.076 27.450
H 15.034 17.175 27.405
H 16.634 14.938 25.994
H 16.171 16.518 25.222
H 14.255 14.098 27.356
H 15.052 13.295 26.147
H 12.670 12.647 25.704
H 12.935 13.879 24.584
H 10.602 13.112 25.791
H 10.284 14.716 24.970
H 9.997 14.634 26.597
C 21.565 14.492 17.270
O 22.895 14.426 17.783
C 23.026 13.810 19.035
C 23.152 14.869 20.135
O 21.882 15.467 20.288
C 21.915 16.323 21.434
C 20.507 16.517 21.945
O 20.078 15.376 22.713
C 19.187 15.708 23.802
H 21.619 15.340 16.575
H 20.859 14.632 18.057
H 21.373 13.617 16.668
H 23.942 13.260 18.976
H 22.211 13.181 19.380
H 23.911 15.612 19.848
H 23.442 14.305 21.012
H 22.460 17.288 21.296
H 22.464 15.760 22.243
H 19.810 16.578 21.107
H 20.590 17.446 22.505
H 18.480 14.849 23.914
H 18.717 16.669 23.596
H 19.624 15.848 24.802
*
```

As for the total energy: -7182.9711 Ha. The value obtained for the HOMO energy is -8.7706 eV.

Results of the Mulliken charge analysis, in e, for atoms 1 through 2: -0.267, -1.283

---

No. 2
ORCA calculation (the ωB97M-V functional and the def2-TZVPD basis) on a molecular structure, C21H14Cl2N6RuS.

ORCA input file:
```
! wB97M-V def2-TZVPD RIJCOSX def2/J DEFGRID3
* xyz 1 2
Ru 0.371 0.719 0.228
N -3.011 2.022 2.603
C -2.079 1.949 1.659
N -1.290 0.926 1.493
C -1.407 -0.193 2.341
N -0.703 -1.271 2.170
N 0.164 -1.154 1.145
C 1.033 -2.038 0.841
C 1.929 -1.700 -0.258
C 2.797 -2.639 -0.786
C 3.559 -2.311 -1.899
C 3.413 -1.059 -2.458
C 2.539 -0.154 -1.868
N 1.827 -0.443 -0.785
C -2.373 -0.132 3.422
C -2.516 -1.163 4.354
C -3.450 -1.056 5.361
C -4.254 0.079 5.457
C -4.126 1.112 4.550
C -3.183 1.001 3.537
H -3.588 2.847 2.657
H -1.973 2.795 0.992
H 1.109 -2.988 1.364
H 2.863 -3.620 -0.336
H 4.241 -3.033 -2.325
H 3.965 -0.762 -3.338
H 2.412 0.842 -2.266
H -1.882 -2.033 4.264
H -3.562 -1.853 6.082
H -4.984 0.155 6.252
H -4.744 1.998 4.622
Cl 3.229 2.851 -0.484
C 3.525 2.580 1.189
C 4.681 3.107 1.732
C 4.965 2.935 3.077
C 4.077 2.240 3.895
C 2.918 1.739 3.359
Cl 1.824 0.877 4.389
C 2.583 1.880 1.975
N 1.406 1.359 1.609
H 5.357 3.651 1.088
H 5.876 3.343 3.491
H 4.283 2.096 4.946
S -0.279 2.696 -2.428
C -0.006 1.880 -1.129
*
```

As for the total energy: -2550.3898 Ha. The value obtained for the HOMO energy (spin up / spin down) is -9.6716 / -10.0346 eV. Its expectation value of S² is 0.8301. The value obtained for the relative energy (zero: lowest compared OMol25 entry of this formula, charge and spin) is 0.000 eV.

Results of the Mulliken charge analysis, in e, for atoms 1 through 2: 0.385, 0.059

---

No. 3
ORCA calculation (the ωB97M-V functional and the def2-TZVPD basis) on 2 unconnected molecules or ions with the total composition C2H8NS.

ORCA input file:
```
! wB97M-V def2-TZVPD RIJCOSX def2/J DEFGRID3
* xyz -1 1
N -1.798 1.249 -1.834
H -0.910 1.699 -1.462
H -1.898 0.457 -1.291
H -1.365 0.908 -2.690
C 0.452 -0.644 1.661
C 0.970 -0.259 0.267
S 1.035 -1.683 -0.980
H 0.136 0.174 2.222
H 1.017 -1.284 2.296
H -0.461 -1.230 1.571
H 1.975 -0.027 0.677
H 0.848 0.641 -0.437
*
```

As for the total energy: -533.9211 Ha. The value obtained for the HOMO energy is -2.3034 eV. The value obtained for the relative energy (zero: lowest compared OMol25 entry of this formula, charge and spin) is 1.361 eV.

Results of the Mulliken charge analysis, in e, for atoms 1 through 2: -0.794, 0.270